(1)
{
  "formula": "C29H53BGeN6S3W",
  "method": "ωB97M-V with the def2-TZVPD basis set",
  "energy_ha": -4827.392699,
  "spin_multiplicity": 1,
  "e_above_lowest_kcal_mol": 0.00,
  "orbital_gap_ha": [0.20767, 0.20771],
  "largest_force_ha_per_bohr": 0.0110,
  "e_homo_ev": [-19.87, -19.87],
  "charge": 4,
  "elements": ["W", "C", "C", "C", "C", "N", "C", "C", "N", "B", "N", "C", "C", "N", "C", "S", "C", "C", "C", "C", "N", "C", "C", "N", "C", "S", "C", "C", "C", "C", "C", "S", "H", "H", "H", "H", "H", "H", "H", "H", "H", "H", "H", "H", "H", "H", "H", "H", "H", "H", "H", "H", "H", "H", "H", "H", "H", "H", "H", "H", "H", "H", "H", "H", "H", "H", "C", "C", "C", "C", "Ge", "C", "C", "C", "C", "H", "H", "H", "H", "H", "H", "H", "H", "H", "H", "H", "H", "H", "H", "H", "H", "H", "H", "H"],
  "coordinates": [[-0.525, 0.670, -0.377], [-3.237, 3.363, -0.030], [-2.422, 4.237, 0.913], [-3.232, 4.628, 2.139], [-1.853, 5.475, 0.223], [-1.182, 3.418, 1.407], [-0.698, 3.512, 2.624], [0.582, 2.903, 2.649], [0.854, 2.463, 1.446], [2.290, 1.777, 1.120], [2.737, 1.841, -0.363], [3.766, 2.674, -0.742], [4.099, 2.378, -2.024], [3.279, 1.365, -2.451], [2.467, 1.060, -1.432], [1.260, -0.216, -1.414], [3.401, 0.677, -3.828], [3.945, -0.722, -3.569], [4.375, 1.491, -4.667], [2.029, 0.672, -4.495], [2.364, 0.348, 1.707], [3.582, -0.079, 2.195], [3.408, -1.306, 2.734], [2.084, -1.646, 2.603], [1.473, -0.636, 1.963], [-0.228, -0.580, 1.552], [1.605, -2.998, 3.187], [2.396, -4.081, 2.461], [1.917, -2.953, 4.680], [0.117, -3.207, 2.974], [-0.271, 2.681, 0.616], [-0.123, 2.778, -1.125], [-4.249, 3.763, -0.082], [-3.323, 2.345, 0.354], [-2.842, 3.351, -1.044], [-4.108, 5.170, 1.783], [-2.703, 5.315, 2.798], [-3.593, 3.764, 2.699], [-2.695, 6.075, -0.126], [-1.252, 5.234, -0.654], [-1.272, 6.092, 0.908], [-1.205, 4.016, 3.431], [1.252, 2.803, 3.491], [3.041, 2.471, 1.723], [4.197, 3.391, -0.065], [4.854, 2.812, -2.656], [4.908, -0.687, -3.060], [4.092, -1.224, -4.525], [3.254, -1.335, -2.987], [5.394, 1.449, -4.282], [4.059, 2.529, -4.779], [4.401, 1.052, -5.663], [1.345, -0.067, -4.076], [2.166, 0.394, -5.540], [1.568, 1.661, -4.485], [4.464, 0.536, 2.141], [4.117, -1.953, 3.216], [3.467, -4.022, 2.651], [2.221, -4.051, 1.384], [2.063, -5.051, 2.828], [2.982, -2.862, 4.884], [1.587, -3.890, 5.126], [1.386, -2.140, 5.176], [-0.152, -3.257, 1.917], [-0.493, -2.474, 3.501], [-0.128, -4.179, 3.404], [-5.070, -2.651, 0.462], [-5.244, -1.302, -0.217], [-4.478, -0.160, 0.440], [-2.927, -0.350, 0.471], [-2.523, -0.301, -1.560], [-2.344, -1.881, -2.727], [-1.183, -2.831, -2.469], [-1.173, -3.480, -1.093], [-0.066, -4.514, -0.945], [-5.634, -3.420, -0.062], [-5.440, -2.613, 1.488], [-4.028, -2.983, 0.489], [-6.299, -1.023, -0.194], [-4.993, -1.364, -1.287], [-4.784, -0.069, 1.486], [-4.730, 0.784, -0.048], [-2.621, -1.351, 0.769], [-2.525, 0.355, 1.209], [-3.385, 0.843, -2.089], [-2.308, -1.437, -3.724], [-3.323, -2.361, -2.621], [-0.237, -2.301, -2.640], [-1.216, -3.611, -3.233], [-2.144, -3.947, -0.907], [-1.047, -2.697, -0.327], [-0.249, -5.371, -1.593], [0.004, -4.888, 0.076], [0.905, -4.092, -1.221]],
  "mulliken_charge": [0.43, -1.35, 0.90, -2.02, -1.49, 0.91, -0.13, -0.76, 0.27, -0.36, 0.91, -1.08, -0.47, 0.51, -0.61, 0.38, 1.01, -1.37, -2.10, -1.32, 0.89, -1.31, -0.40, 0.45, 0.14, -0.40, 1.22, -1.48, -1.54, -2.05, -0.10, -0.29, 0.63, 0.09, 0.41, 0.47, 0.57, 0.46, 0.49, 0.35, 0.38, 0.64, 0.70, -0.09, 0.68, 0.64, 0.40, 0.50, 0.26, 0.51, 0.52, 0.46, 0.20, 0.53, 0.39, 0.74, 0.64, 0.42, 0.31, 0.45, 0.42, 0.45, 0.38, 0.23, 0.48, 0.63, -1.10, -0.27, -1.29, -1.00, 0.68, -0.75, -0.58, 1.03, -1.52, 0.42, 0.36, 0.10, 0.45, 0.16, 0.60, 0.39, 0.65, 0.79, -0.03, 0.55, 0.49, -0.23, 0.60, 0.39, -0.67, 0.47, 0.40, 0.25]
}

(2)
{
  "formula": "C29H53Br8NO4",
  "method": "ωB97M-V with the def2-TZVPD basis set",
  "energy_ha": -22084.407999,
  "spin_multiplicity": 1,
  "smiles": "c1ccncc1.C1CCOC1.C1CCOC1.C1CCOC1.C1CCOC1.BrCCBr.BrCCBr.BrCCBr.BrCCBr",
  "orbital_gap_ha": 0.35096,
  "largest_force_ha_per_bohr": 0.0834,
  "e_homo_ev": -9.29,
  "charge": 0,
  "elements": ["Br", "C", "C", "Br", "H", "H", "H", "H", "Br", "C", "C", "Br", "H", "H", "H", "H", "Br", "C", "C", "Br", "H", "H", "H", "H", "Br", "C", "C", "Br", "H", "H", "H", "H", "N", "C", "C", "C", "C", "C", "H", "H", "H", "H", "H", "C", "C", "C", "O", "C", "H", "H", "H", "H", "H", "H", "H", "H", "C", "C", "C", "O", "C", "H", "H", "H", "H", "H", "H", "H", "H", "C", "C", "C", "O", "C", "H", "H", "H", "H", "H", "H", "H", "H", "C", "C", "C", "O", "C", "H", "H", "H", "H", "H", "H", "H", "H"],
  "coordinates": [[4.749, -3.324, -4.199], [4.409, -2.115, -2.618], [3.657, -2.807, -1.431], [1.721, -3.194, -2.040], [3.817, -1.283, -2.999], [5.420, -1.905, -2.268], [3.589, -2.178, -0.543], [4.137, -3.767, -1.245], [-7.080, 5.624, -0.004], [-5.346, 4.663, -0.225], [-4.181, 5.528, 0.114], [-2.635, 4.204, -0.154], [-5.155, 4.181, -1.184], [-5.244, 3.807, 0.443], [-4.113, 5.903, 1.135], [-4.199, 6.311, -0.644], [-4.954, -2.029, 2.388], [-4.434, -0.290, 1.665], [-4.230, -0.544, 0.170], [-3.797, 1.122, -0.925], [-3.525, 0.142, 2.085], [-5.236, 0.405, 1.915], [-4.993, -1.112, -0.362], [-3.324, -1.130, 0.013], [-0.843, -7.540, -0.430], [-1.151, -5.751, -1.219], [-1.861, -4.814, -0.305], [-1.768, -2.947, -1.119], [-1.681, -5.803, -2.170], [-0.159, -5.348, -1.420], [-1.372, -4.643, 0.655], [-2.881, -5.172, -0.170], [0.249, 4.741, -3.156], [-0.601, 3.725, -3.210], [-1.936, 3.875, -3.452], [-2.602, 5.116, -3.289], [-1.766, 6.220, -2.995], [-0.365, 6.012, -2.963], [-0.043, 2.802, -3.265], [-2.542, 2.980, -3.437], [-3.669, 5.209, -3.429], [-2.124, 7.193, -2.691], [0.303, 6.855, -2.858], [-1.438, 0.084, 6.364], [-1.869, -0.240, 5.020], [-0.603, -0.769, 4.289], [0.279, 0.161, 4.752], [-0.050, 0.550, 6.051], [-1.400, -0.851, 6.923], [-1.994, 0.875, 6.866], [-2.234, 0.624, 4.465], [-2.642, -1.009, 5.007], [-0.698, -0.785, 3.204], [-0.297, -1.737, 4.687], [-0.162, 1.634, 6.089], [0.706, 0.151, 6.727], [0.243, -0.500, 0.162], [0.487, 0.763, 1.010], [-0.173, 1.856, 0.227], [0.023, 1.356, -1.124], [-0.232, -0.032, -1.152], [-0.551, -0.968, 0.744], [1.109, -1.123, -0.060], [1.565, 0.799, 0.853], [0.362, 0.740, 2.092], [0.181, 2.876, 0.378], [-1.257, 1.893, 0.333], [0.248, -0.425, -2.048], [-1.313, -0.160, -1.206], [2.438, -4.901, 1.153], [1.926, -3.692, 1.858], [1.918, -4.124, 3.405], [1.608, -5.520, 3.267], [2.330, -6.034, 2.223], [3.471, -4.773, 0.830], [2.012, -5.045, 0.160], [0.890, -3.521, 1.567], [2.389, -2.752, 1.558], [1.127, -3.601, 3.942], [2.836, -3.917, 3.955], [1.731, -6.928, 2.049], [3.363, -6.210, 2.526], [4.111, 2.364, -2.638], [5.001, 2.177, -3.925], [4.077, 1.207, -4.656], [2.821, 1.277, -4.058], [2.752, 2.440, -3.240], [4.390, 3.160, -1.948], [4.019, 1.569, -1.898], [5.943, 1.689, -3.674], [5.276, 3.043, -4.528], [4.515, 0.214, -4.549], [4.105, 1.478, -5.711], [1.916, 2.484, -2.541], [2.505, 3.230, -3.950]],
  "mulliken_charge": [-0.18, -0.87, -0.52, -0.13, 0.24, 0.57, 0.41, 0.46, -0.18, -0.71, -0.55, -0.02, 0.39, 0.36, 0.47, 0.34, -0.17, -0.30, -0.46, -0.10, 0.19, 0.39, 0.55, -0.14, -0.17, -0.41, -0.48, -0.06, 0.46, 0.00, 0.29, 0.42, -0.37, 0.09, -0.51, -0.46, -0.31, -0.47, 0.41, 0.39, 0.48, 0.40, 0.40, -0.59, -0.53, 0.57, -0.41, -0.54, 0.27, 0.32, 0.25, 0.28, -0.26, -0.03, 0.31, 0.29, 1.69, -0.81, -0.27, -0.49, -0.53, 0.02, -0.76, 0.22, 0.40, 0.45, -0.13, 0.21, -0.20, -0.18, 0.24, -0.12, -0.44, -0.36, 0.09, 0.07, -0.30, 0.31, -0.05, 0.33, 0.24, 0.25, -0.45, -0.67, -0.17, -0.41, 0.28, 0.40, 0.22, 0.29, 0.31, 0.13, 0.29, -0.36, 0.22]
}